Entry from the OMol25 dataset: a cluster of 20 separate species, C102H106F14O6 in total in a non-equilibrium geometry (ωB97M-V/def2-TZVPD).

Geometry as XYZ:
```
228
Properties=species:S:1:pos:R:3
F 3.2973 -2.5560 8.1248
C 2.4897 -2.9271 7.0722
C 2.2331 -1.9142 6.1401
C 1.3268 -2.2458 5.1381
C 0.9063 -3.5592 4.9433
C 1.2341 -4.4761 5.8756
C 2.0668 -4.1989 6.9428
H 2.6509 -0.9451 6.4058
H 0.9255 -1.4306 4.5696
H 0.1734 -3.8765 4.1166
H 0.8472 -5.4940 5.7808
H 2.3154 -4.9297 7.7268
F -1.2439 -1.2054 -2.7571
C -1.4357 -1.5758 -4.0363
C -0.3914 -1.2472 -4.8582
C -0.4986 -1.5395 -6.2419
C -1.6331 -2.2541 -6.6991
C -2.6262 -2.6789 -5.7856
C -2.5977 -2.2064 -4.4923
H 0.4630 -0.7839 -4.3703
H 0.3147 -1.4592 -6.9302
H -1.7922 -2.6167 -7.7522
H -3.5548 -3.1963 -6.0804
H -3.3230 -2.4169 -3.7345
F -4.8343 4.5626 -5.3667
C -3.8897 3.6829 -4.9025
C -4.0108 2.3882 -5.3999
C -3.0943 1.4504 -4.9027
C -2.0724 1.8027 -3.9937
C -1.9879 3.1613 -3.6304
C -2.8884 4.1427 -4.1470
H -4.8293 2.1780 -6.1094
H -3.0008 0.4386 -5.3324
H -1.2925 1.1254 -3.6787
H -1.1375 3.4897 -3.0604
H -2.7315 5.2714 -4.0461
F 7.2717 1.8209 -4.2292
C 6.3628 2.4037 -3.4659
C 5.9337 1.8301 -2.2865
C 5.0448 2.4983 -1.4801
C 4.6492 3.7816 -1.8872
C 5.0148 4.3542 -3.1113
C 5.8856 3.6468 -3.9364
H 6.2353 0.8511 -1.9256
H 4.8253 2.1694 -0.4736
H 3.9843 4.3059 -1.1963
H 4.6331 5.3575 -3.4260
H 6.1611 3.9647 -4.8992
F -2.4129 -4.2139 -2.2787
C -2.0469 -4.4107 -1.0090
C -2.3562 -3.4262 -0.0701
C -2.0238 -3.6818 1.2693
C -1.5581 -4.8755 1.6230
C -1.2958 -5.8552 0.6845
C -1.6309 -5.6627 -0.6186
H -2.8660 -2.5455 -0.4130
H -2.1648 -3.0551 2.1320
H -1.3338 -5.0146 2.6465
H -0.8899 -6.7754 1.0159
H -1.5206 -6.4985 -1.2648
F 5.4903 -1.4416 -1.1048
C 5.5760 -2.7780 -1.1609
C 4.9556 -3.4586 -2.2268
C 5.0247 -4.8213 -2.2776
C 5.7604 -5.4916 -1.3026
C 6.3243 -4.8306 -0.2410
C 6.1975 -3.4652 -0.1449
H 4.4752 -2.8122 -2.9716
H 4.5974 -5.3651 -3.0866
H 5.8279 -6.5496 -1.2767
H 6.9580 -5.3627 0.4794
H 6.6142 -2.9325 0.7138
F 3.5996 -2.3203 1.4010
C 4.1949 -2.3176 2.6142
C 4.3878 -3.5293 3.2386
C 5.0356 -3.5998 4.4527
C 5.5094 -2.4285 5.0242
C 5.3206 -1.1546 4.4542
C 4.6846 -1.1473 3.1777
H 3.9282 -4.3680 2.7825
H 5.0517 -4.5723 4.9470
H 5.9874 -2.4868 5.9659
H 5.5353 -0.2017 4.8915
H 4.5103 -0.2740 2.5535
F -0.8375 0.6017 4.3341
C -0.6237 1.6987 5.1120
C 0.6433 1.9613 5.5396
C 0.9082 3.0612 6.3319
C -0.1757 3.8892 6.7192
C -1.4311 3.6926 6.1622
C -1.6667 2.5745 5.3673
H 1.3840 1.2661 5.1578
H 1.9310 3.4005 6.5440
H -0.0726 4.8016 7.2451
H -2.2106 4.4296 6.3988
H -2.6251 2.3306 4.9616
F 1.9525 1.7683 -5.4021
C 0.9901 2.5408 -5.9558
C 0.1885 1.9221 -6.8672
C -0.7814 2.6001 -7.5970
C -0.8382 3.9651 -7.3970
C -0.0056 4.6186 -6.4820
C 0.9286 3.8835 -5.7300
H 0.1935 0.8707 -6.9595
H -1.4161 2.0615 -8.3425
H -1.4465 4.6245 -8.0276
H -0.0333 5.6647 -6.5015
H 1.6011 4.4023 -5.0096
F -4.0541 0.5471 1.2550
C -4.5995 1.6999 1.5323
C -5.9812 1.8164 1.1850
C -6.6248 3.0451 1.3783
C -5.9158 4.1110 1.8896
C -4.5413 3.9725 2.0903
C -3.8400 2.7869 1.9693
H -6.5025 0.9957 0.8442
H -7.6306 3.1232 1.0743
H -6.4175 5.0362 2.1322
H -4.0234 4.7858 2.4978
H -2.7867 2.7856 2.1830
F -1.8028 -2.4856 4.5323
C -2.5877 -1.5285 4.9726
C -3.5377 -0.9299 4.1917
C -4.3177 0.0509 4.7179
C -4.3069 0.3605 6.0637
C -3.3659 -0.2788 6.8960
C -2.5233 -1.2455 6.3225
H -3.6244 -1.2361 3.1857
H -4.9734 0.6219 4.0801
H -4.9539 1.1682 6.3914
H -3.4106 -0.0487 7.9496
H -1.7612 -1.7348 6.8982
F -0.9188 4.3355 2.5116
C -0.8248 5.6608 2.7086
C 0.0011 6.1652 3.7101
C 0.0227 7.5412 3.8965
C -0.7757 8.3768 3.0988
C -1.5518 7.8662 2.0030
C -1.6401 6.4666 1.9043
H 0.5525 5.4829 4.3520
H 0.5821 7.9849 4.6825
H -0.6410 9.4336 3.2288
H -2.0686 8.5578 1.3893
H -2.2153 5.9340 1.1492
F -7.1828 -2.3632 5.4279
C -6.5928 -2.6818 4.2087
C -5.5782 -3.5954 4.2149
C -4.9434 -3.9785 2.9798
C -5.4218 -3.3118 1.8391
C -6.5059 -2.4287 1.8613
C -7.0574 -2.0441 3.0915
H -5.3375 -4.1302 5.0982
H -4.1097 -4.6441 2.9725
H -5.0308 -3.5855 0.8693
H -6.7610 -1.9229 0.9374
H -7.8510 -1.3385 3.1307
F 2.4810 0.5904 -2.4970
C 1.5172 0.3071 -1.5731
C 1.6311 -0.9117 -0.8669
C 0.5882 -1.2431 -0.0211
C -0.4110 -0.3718 0.2584
C -0.3837 0.9138 -0.3286
C 0.5970 1.2651 -1.2677
H 2.4621 -1.5477 -1.0868
H 0.6452 -2.2320 0.4017
H -1.1393 -0.6335 1.0030
H -1.1364 1.6089 -0.0213
H 0.7378 2.2315 -1.8227
C -5.4865 2.0338 -2.3689
C -5.9208 0.5560 -2.2716
O -7.0945 0.3150 -2.3665
C -4.9955 -0.6402 -2.2596
H -4.3895 2.1839 -2.2862
H -5.9889 2.4522 -1.4765
H -5.8673 2.4784 -3.2868
H -4.6981 -0.9393 -3.2734
H -5.5853 -1.4199 -1.7671
H -4.0834 -0.5461 -1.6517
C -0.5392 6.1612 -1.6372
C 0.8272 5.5415 -1.7331
O 1.3241 5.4486 -2.7908
C 1.4821 5.1740 -0.4399
H -0.5424 6.9503 -0.8607
H -1.2830 5.4111 -1.2360
H -0.9192 6.5733 -2.5390
H 2.1926 5.9848 -0.1884
H 2.0756 4.2159 -0.6326
H 0.8867 5.0511 0.3848
C 1.4361 -3.5317 -2.3362
C 1.1249 -4.8656 -3.0166
O 1.6699 -5.8595 -2.6282
C 0.2187 -4.8192 -4.2027
H 2.1036 -2.8532 -2.9142
H 1.9675 -3.8402 -1.4421
H 0.4878 -3.0276 -2.0170
H -0.6347 -4.2227 -4.0563
H -0.0705 -5.7497 -4.6392
H 0.7639 -4.3789 -5.0304
C 2.0213 1.9415 2.0777
C 3.0847 2.9157 2.2259
O 4.0719 2.8168 1.5234
C 2.8961 4.1567 3.1216
H 2.1837 1.5932 1.0643
H 0.9990 2.3119 2.2857
H 2.0800 1.0057 2.7301
H 2.8740 3.9246 4.2191
H 1.8907 4.4804 2.8485
H 3.6597 4.8905 2.8395
C 3.3425 -0.5086 -7.4733
C 3.6063 -0.8302 -6.0036
O 2.8107 -1.5478 -5.4537
C 4.6280 -0.0901 -5.2566
H 2.5840 -1.1672 -7.9079
H 4.2461 -0.4942 -8.1365
H 2.9776 0.5284 -7.5177
H 4.1461 0.4424 -4.3932
H 5.0135 0.7634 -5.8189
H 5.4490 -0.7205 -5.0348
C 2.1357 -5.6768 1.1229
C 2.0924 -7.1128 1.5461
O 1.9019 -7.4413 2.6888
C 2.0470 -8.0907 0.4276
H 1.8576 -4.9675 1.8982
H 1.6498 -5.5587 0.1492
H 3.1840 -5.4676 0.8151
H 1.1520 -7.9184 -0.2339
H 2.0555 -9.1238 0.8256
H 2.8581 -7.9195 -0.3240
```

Its LUMO energy is 0.01077 Ha. For the HOMO energy, the calculation gives -8.64 eV. As for the charge: 0. As for the frontier orbital gap: 8.9 eV.